1.
The following is a DFT calculation (ωB97M-V/def2-TZVPD) of one molecule with the formula C6H10O at a distorted geometry.

```
17
Properties=species:S:1:pos:R:3:mulliken_charge:R:1
C -1.95489 1.91627 1.21946 -0.877
C -0.61213 1.90747 0.36289 -0.687
C -0.35477 0.66713 -0.57307 -0.230
C 0.20803 -0.54814 -0.11938 -0.215
C 0.75458 -1.50876 -1.04713 -0.529
C 1.61126 -2.47927 -0.55597 -0.156
O 2.89337 -2.47838 -0.89624 -0.417
H -2.84646 1.90395 0.47785 0.254
H -1.85056 1.08143 1.99164 0.243
H -2.11266 2.86642 1.83204 0.295
H -0.57793 2.84365 -0.12041 0.396
H 0.27635 1.95299 1.10372 0.245
H -0.77025 0.59447 -1.60825 0.265
H 0.31917 -0.72289 0.88954 0.451
H 0.45347 -1.44439 -2.07512 0.316
H 1.27348 -3.22931 0.22954 0.316
H 3.28994 -3.32263 -1.11112 0.332
```

Results
LUMO level	0.013	hartree
energy relative to the best compared isomer or geometry (same formula, charge and spin)	86.4	kcal/mol

***

2.
The following is a DFT calculation (ωB97M-V/def2-TZVPD) of a 11-piece molecular cluster, C28H81F3N12O13S overall at a distorted geometry.

```
138
Properties=species:S:1:pos:R:3:mulliken_charge:R:1
O 2.35949 -5.31041 -5.69763 -0.384
H 3.00329 -4.59833 -5.70657 0.422
H 1.69738 -5.08363 -5.04053 0.466
H 1.98936 -5.41577 -6.57712 0.452
C 1.17648 -0.97375 0.42314 0.604
F 0.78444 -1.84279 1.27752 -0.207
F 1.30629 0.25478 0.96269 -0.230
F 2.37006 -1.42096 0.07172 -0.236
S 0.06238 -0.94067 -1.13832 1.090
O -1.28891 -0.70465 -0.72894 -0.644
O 0.59326 0.08503 -2.00982 -0.663
O 0.22452 -2.31285 -1.73841 -0.718
C -4.38319 2.80365 -5.14699 0.648
O -5.02629 3.64284 -5.75880 -0.661
N -4.60799 2.51362 -3.87021 -0.426
N -3.29982 2.29390 -5.55529 -0.379
H -4.16297 1.71461 -3.44170 0.203
H -5.37917 2.98709 -3.42163 0.206
H -2.60433 2.22830 -4.82585 0.207
H -3.04200 2.17927 -6.52507 0.203
C -6.82078 -5.17691 -4.47337 0.637
O -5.79017 -5.70786 -4.84034 -0.636
N -6.91137 -3.90042 -4.06568 -0.381
N -8.03266 -5.61810 -4.70512 -0.357
H -7.78581 -3.62017 -3.64505 0.159
H -6.07478 -3.35035 -3.93285 0.211
H -8.18053 -6.52625 -5.12165 0.209
H -8.78975 -5.11548 -4.26432 0.158
C 3.88069 -7.08884 4.57993 0.625
O 5.03489 -7.35654 4.41057 -0.641
N 3.06942 -6.53150 3.74148 -0.357
N 3.34502 -7.17060 5.75602 -0.385
H 2.20931 -6.16333 4.12194 0.156
H 3.29336 -6.16680 2.82663 0.220
H 3.77130 -7.65201 6.53489 0.223
H 2.33714 -7.10528 5.75503 0.157
C -8.91618 5.86453 5.36914 -1.471
C -8.79928 5.59699 3.87128 0.389
C -7.80096 4.37207 3.47558 -0.746
O -6.49513 4.87113 3.54848 -0.311
C -5.48890 3.92633 3.07472 -0.674
N -10.15618 5.36991 3.49586 -0.757
H -9.50931 6.75851 5.56171 0.414
H -7.90378 6.04401 5.73100 0.373
H -9.34091 5.19233 6.11469 0.342
H -8.43749 6.46512 3.32031 0.234
H -7.97338 4.18373 2.41591 0.413
H -8.03115 3.45259 4.01379 0.361
H -4.52286 4.40455 3.23650 0.232
H -5.73345 3.61764 2.05835 0.283
H -5.58594 3.03118 3.68904 0.303
H -10.25321 4.46077 3.92499 0.315
H -10.75070 5.92184 4.09755 0.300
C -4.64281 -6.01962 7.14385 -1.363
C -3.64685 -6.34548 6.03116 0.374
C -3.82863 -5.50711 4.74107 -0.735
O -5.09967 -5.57139 4.13042 -0.314
C -5.25783 -4.88536 2.88929 -0.747
N -2.29944 -6.24518 6.59209 -0.612
H -4.55034 -6.75321 7.94472 0.366
H -5.69116 -6.02929 6.84560 0.335
H -4.45773 -5.03815 7.58038 0.333
H -3.87509 -7.36036 5.70553 0.220
H -3.04277 -5.85712 4.07174 0.382
H -3.67204 -4.44510 4.93008 0.352
H -6.11308 -5.23455 2.31073 0.251
H -4.33963 -4.95864 2.30650 0.307
H -5.20274 -3.79876 2.95542 0.321
H -2.17798 -6.73936 7.46452 0.266
H -2.18291 -5.24865 6.70801 0.266
C -2.15991 2.13781 8.05176 -1.259
C -0.63215 2.46980 8.13559 0.373
C 0.26140 1.33040 7.56058 -0.579
O 0.39309 0.37533 8.49319 -0.316
C 1.29157 -0.63316 8.12512 -0.780
N -0.54440 3.76150 7.36487 -0.649
H -2.39853 1.13652 8.41033 0.316
H -2.47870 2.24744 7.01521 0.348
H -2.71854 2.82444 8.68783 0.324
H -0.23858 2.78871 9.10073 0.282
H 1.21816 1.74993 7.24959 0.373
H -0.21994 0.98522 6.64556 0.263
H 2.30807 -0.26816 7.97815 0.307
H 0.82880 -1.23005 7.33919 0.320
H 1.36852 -1.41010 8.88574 0.272
H 0.38934 4.14370 7.31843 0.219
H -0.96310 3.79800 6.44647 0.185
C 5.06388 0.17024 -7.83077 -1.448
C 4.36377 -1.13710 -7.78025 0.453
C 4.88651 -1.99686 -9.05074 -0.710
O 3.98425 -3.08483 -9.31055 -0.338
C 3.99299 -3.67834 -10.62565 -0.738
N 4.53115 -1.82729 -6.47526 -0.568
H 5.02916 0.51323 -8.86481 0.381
H 6.04779 0.17578 -7.36174 0.339
H 4.46006 0.93091 -7.33591 0.412
H 3.29711 -0.92711 -7.85917 0.203
H 5.83686 -2.41811 -8.72289 0.264
H 5.02645 -1.45886 -9.98833 0.440
H 3.30454 -4.51745 -10.72580 0.245
H 4.93265 -4.04451 -11.03923 0.285
H 3.52198 -2.87091 -11.18628 0.333
H 4.29493 -1.09966 -5.81583 0.251
H 5.42776 -2.11768 -6.11212 0.240
C 11.31332 -0.87475 -2.45441 -1.377
C 11.04145 -2.37655 -2.17706 0.302
C 12.08782 -2.86091 -1.08207 -0.602
O 13.39548 -2.50989 -1.36029 -0.319
C 14.30401 -3.44354 -0.74126 -0.740
N 9.67281 -2.36564 -1.65078 -0.764
H 12.18338 -0.69078 -3.08469 0.338
H 11.48861 -0.33846 -1.52179 0.316
H 10.51489 -0.41647 -3.03801 0.404
H 11.07870 -2.98162 -3.08293 0.359
H 12.06222 -3.94918 -1.13788 0.386
H 11.77966 -2.53528 -0.08854 0.264
H 14.14665 -4.34948 -1.32659 0.349
H 14.11404 -3.46866 0.33177 0.290
H 15.23214 -2.89979 -0.91735 0.233
H 9.68588 -1.81201 -0.80614 0.296
H 9.66505 -3.27365 -1.20856 0.264
C -0.33803 7.37558 -2.58029 -1.324
C -1.30072 8.52301 -3.03529 0.631
C -0.86528 10.02425 -2.69044 -0.806
O -1.90291 11.01005 -2.75896 -0.324
C -2.20447 11.54424 -3.97464 -0.655
N -1.36946 8.56703 -4.48331 -0.740
H 0.58341 7.17865 -3.12826 0.340
H -1.00378 6.51256 -2.58828 0.352
H -0.05372 7.58617 -1.54931 0.318
H -2.30605 8.25097 -2.71372 0.315
H 0.02988 10.28499 -3.25506 0.371
H -0.59996 9.99655 -1.63358 0.311
H -3.23098 11.90027 -3.88731 0.261
H -2.07625 10.86137 -4.81448 0.259
H -1.52474 12.29907 -4.36997 0.275
H -1.87508 7.73800 -4.76108 0.258
H -1.98280 9.32980 -4.73251 0.157
```

Results
LUMO level	-0.093	hartree
energy relative to the best compared isomer or geometry (same formula, charge and spin)	152.5	kcal/mol

***

3.
The following is a DFT calculation (ωB97M-V/def2-TZVPD) of C3H2NO3 as an isolated structure at a distorted geometry.

```
9
Properties=species:S:1:pos:R:3:mulliken_charge:R:1
C 1.70795 1.26172 -0.84844 -0.366
C -1.75579 0.17208 -0.86399 -0.168
C 0.85714 -0.88729 -0.38519 0.488
N -0.44736 -1.05700 -0.42468 -0.277
O -2.78576 -0.43331 -0.91607 -0.350
O 1.89275 -1.34986 0.02236 -0.608
O 1.10804 0.28374 -1.25761 -0.024
H 1.96939 1.12573 0.21742 0.084
H -0.81848 -1.90939 0.14913 0.220
```

Results
LUMO level	0.154	hartree
total charge	-1
energy relative to the best compared isomer or geometry (same formula, charge and spin)	102.6	kcal/mol

***

4.
The following is a DFT calculation (ωB97M-V/def2-TZVPD) of one molecule with the formula C4H5N3O at a distorted geometry.

```
13
Properties=species:S:1:pos:R:3:mulliken_charge:R:1
C 1.19250 -0.17639 -0.06230 0.148
C -2.19270 0.04104 0.10118 -0.345
C -1.36420 -1.34479 0.09600 -0.466
C -0.09213 -0.57373 -0.24625 0.186
H 3.04074 -0.60328 0.05308 0.356
H -2.89537 0.31590 -0.68286 0.281
H -2.41112 0.33491 1.20105 0.221
H -1.24676 -1.92433 1.02842 0.244
H -1.61174 -2.09274 -0.63024 0.252
N 1.17465 1.15305 0.25260 -0.309
N -0.04756 1.71373 -0.05858 -0.607
N -0.79819 0.59000 -0.23844 0.521
O 2.19515 -0.98809 0.00122 -0.482
```

Results
LUMO level	0.029	hartree
energy relative to the best compared isomer or geometry (same formula, charge and spin)	105.0	kcal/mol

***

5.
The following is a DFT calculation (ωB97M-V/def2-TZVPD) of a 2-piece molecular cluster, C5H10N2O overall at a distorted geometry.

```
18
Properties=species:S:1:pos:R:3:mulliken_charge:R:1
C -2.59940 1.20540 -0.57806 0.133
C -0.74361 0.38539 0.94066 -0.742
C 2.38398 -0.93382 0.91350 -0.840
C 2.11934 0.78856 -0.71948 -0.834
C -1.53393 0.25814 -0.33049 0.705
N -3.54682 1.89701 -0.52908 -0.427
N -1.41075 -0.59344 -1.28472 -0.685
O 1.65017 -0.39028 -0.14044 -0.243
H -1.26205 0.87907 1.74918 0.429
H 0.08831 1.01808 0.76620 0.098
H -0.32842 -0.58183 1.28975 0.190
H 3.47338 -1.31890 0.71851 0.275
H 1.92629 -1.70464 1.46010 0.350
H 2.70273 -0.18719 1.60786 0.380
H 1.94166 1.53972 0.11584 0.376
H 1.38280 1.22874 -1.43034 0.233
H -0.68828 -1.22338 -1.16340 0.304
H 3.08873 0.73008 -1.22384 0.297
```

Results
LUMO level	0.013	hartree
energy relative to the best compared isomer or geometry (same formula, charge and spin)	73.9	kcal/mol